Here is a 3-piece molecular cluster, C24H49ClI2N2O5S overall in a non-equilibrium geometry from OMol25. Energies are from ωB97M-V/def2-TZVPD.

Structure (XYZ):
```
84
Properties=species:S:1:pos:R:3:forces:R:3
C 2.7860 0.3118 3.3945 0.2 -0.1 -0.5
C 1.9145 0.0749 1.9865 -4.0 -0.8 2.0
I 3.0720 0.1813 0.1257 -1.1 0.1 1.5
C 0.4257 -0.2127 2.0665 4.9 0.1 -1.2
I -0.3734 -0.2475 4.1419 0.4 -0.1 -2.1
C -0.4683 -0.4383 0.7139 -0.4 0.1 0.6
Cl -0.4774 1.3109 -0.0046 0.2 -1.4 0.1
O 0.0161 -1.4788 -0.2534 -2.1 2.5 0.2
S -1.1687 -1.5963 -1.5031 1.2 -1.6 -5.3
O -0.8553 -2.9551 -2.1714 -1.7 4.5 3.7
O -1.1893 -0.5251 -2.6221 -0.1 -3.0 5.3
O -2.5059 -1.4551 -0.4399 3.6 0.4 -1.4
C -2.0740 -0.7396 0.8069 -2.4 -0.4 0.5
O -2.6159 -1.6267 1.8457 -0.2 2.6 -1.5
C -4.0604 -1.2896 2.0372 -1.5 0.2 0.5
C -4.3059 -0.0208 3.0588 -0.3 -0.8 0.9
C -5.0531 -0.6772 4.4038 -0.3 -0.2 -0.6
C -5.3047 1.1434 2.4796 0.2 0.1 0.3
C -4.7551 2.6798 2.6400 -0.5 1.0 0.3
C -3.8193 3.2052 1.3816 -0.4 0.1 -0.3
C -4.0299 2.9957 4.0941 0.6 0.3 -0.8
H 3.9004 0.5963 3.1376 -2.4 -0.6 0.3
H 2.8182 -0.7027 4.0245 -0.3 2.3 -1.4
H 2.3314 1.1998 4.0483 0.8 -2.1 -1.5
H -2.6849 0.2533 0.7080 1.4 -1.8 0.7
H -4.6175 -1.0405 1.0390 1.4 -0.6 1.5
H -4.6051 -2.2515 2.4884 1.6 2.0 -1.1
H -3.2630 0.4185 3.3560 -2.0 -0.8 -0.6
H -5.1000 0.0682 5.3049 0.1 -1.4 -1.8
H -4.5671 -1.6950 4.7358 -0.7 2.1 -0.6
H -6.1629 -0.9504 4.0613 2.3 0.7 0.8
H -5.5328 0.9247 1.3527 0.3 0.5 2.0
H -6.3040 1.0733 3.0943 1.9 0.1 -1.4
H -5.7236 3.3779 2.6200 2.0 -1.6 0.0
H -4.5680 3.7045 0.5971 1.9 -0.9 1.7
H -3.2670 2.3506 0.8040 -1.0 1.4 1.2
H -2.9784 3.9778 1.7200 -2.0 -1.6 -0.7
H -3.8225 4.1691 4.1659 -0.6 -2.6 -0.1
H -4.6753 2.6598 5.0219 1.4 0.6 -2.0
H -2.9603 2.4813 4.0838 -2.3 1.0 0.3
C -0.0054 2.4576 -3.6199 0.0 -0.1 -0.1
C -0.9230 3.5297 -4.1989 0.3 -0.1 -0.1
N -0.4636 4.0794 -5.4781 0.0 0.4 -0.1
C -1.1897 5.2885 -5.8827 0.2 0.0 0.3
C -2.6781 5.1479 -6.1889 -0.3 0.1 -0.1
C -0.2185 3.1127 -6.5496 0.3 -0.1 0.3
C -1.3800 2.2217 -6.9778 -0.2 -0.2 -0.3
H 1.0200 2.8283 -3.5127 -0.1 0.0 -0.1
H -0.3603 2.1617 -2.6263 0.0 0.0 -0.3
H 0.0125 1.5553 -4.2390 0.0 0.1 0.1
H -0.9665 4.3402 -3.4613 -0.1 0.1 -0.3
H -1.9369 3.1220 -4.2751 -0.1 -0.1 0.1
H -0.6924 5.7372 -6.7503 0.1 -0.2 0.0
H -1.0791 6.0318 -5.0831 0.1 -0.2 0.1
H -2.8480 4.6685 -7.1539 0.0 0.0 0.1
H -3.1356 6.1412 -6.2430 0.0 -0.1 0.0
H -3.2134 4.5866 -5.4176 0.1 0.0 -0.1
H 0.6111 2.4637 -6.2432 -0.1 0.1 0.1
H 0.1681 3.6360 -7.4333 -0.1 0.2 0.2
H -1.9354 1.8146 -6.1286 0.1 0.1 0.0
H -0.9965 1.3694 -7.5519 0.0 0.1 0.1
H -2.0768 2.7525 -7.6286 0.0 -0.1 0.1
C 3.2337 -3.5277 1.1709 -0.1 -0.1 0.0
C 4.6056 -3.4063 1.8265 -0.1 -0.3 0.0
N 5.0987 -4.6567 2.4118 0.2 0.0 0.4
C 6.2721 -4.4697 3.2727 -0.3 0.1 0.0
C 7.5574 -3.9753 2.6151 0.3 0.0 0.0
C 5.1620 -5.8125 1.5159 -0.4 0.0 0.0
C 6.0136 -5.6857 0.2569 0.2 -0.2 -0.3
H 2.4912 -3.9213 1.8739 0.1 0.0 -0.1
H 2.8914 -2.5408 0.8398 0.1 -0.3 0.1
H 3.2568 -4.1748 0.2887 0.0 0.1 0.1
H 4.5104 -2.6572 2.6218 0.2 -0.2 0.1
H 5.3107 -2.9971 1.0947 0.1 0.2 -0.1
H 6.4851 -5.4044 3.8039 -0.1 0.0 -0.2
H 6.0014 -3.7565 4.0615 -0.1 0.0 -0.2
H 8.0471 -4.7643 2.0427 0.0 0.1 0.0
H 8.2650 -3.6583 3.3882 -0.1 0.0 -0.1
H 7.3889 -3.1167 1.9588 0.0 -0.1 0.0
H 4.1396 -6.0653 1.2090 0.1 0.2 0.1
H 5.4944 -6.6940 2.0784 0.0 0.3 0.1
H 5.8693 -4.7312 -0.2563 0.0 -0.1 0.1
H 5.7419 -6.4780 -0.4513 0.0 0.1 0.1
H 7.0759 -5.8080 0.4746 -0.1 0.1 -0.1
```
Forces are in eV/Å.

LUMO: -0.995 eV
Charge: 0
Structure (SMILES): C/C(I)=C(\I)[C@@]1(Cl)OS(=O)(=O)O[C@H]1OC[C@H](C)CC(C)C.CCN(CC)CC.CCN(CC)CC
E_tot: -2882.95351 Eh
HOMO-LUMO gap: 6.89 eV

Here is one molecule with the formula C2H4N4O in a non-equilibrium geometry from OMol25. Energies are from ωB97M-V/def2-TZVPD.

Structure (XYZ):
```
11
Properties=species:S:1:pos:R:3:forces:R:3
C 1.2816 0.0895 0.0380 1.8 -0.1 -2.0
C -1.4333 0.2367 -0.0685 0.5 2.3 -0.1
H 0.9886 -1.7244 0.0104 0.1 -1.7 0.3
H -1.4013 -1.5900 -0.0460 -0.6 -1.6 0.3
H -2.5273 0.2913 -0.4100 1.9 -0.3 0.8
H 1.1398 2.1479 0.4582 -1.3 -1.2 -0.9
N 0.3834 -1.0303 -0.3571 1.7 2.6 1.3
N -0.8400 -0.9404 0.4560 -0.2 0.3 -1.4
N -0.7151 1.2963 -0.2129 -1.8 0.8 0.1
N 0.6054 1.2920 0.1647 1.2 -1.7 0.8
O 2.5183 -0.0685 -0.0327 -3.2 0.5 0.8
```
Forces are in eV/Å.

LUMO: 0.827 eV
Charge: 0
Structure (SMILES): O=C1NN=CNN1
E_tot: -372.79812 Eh
HOMO-LUMO gap: 10.16 eV

Here is one molecule with the formula C5H8O from OMol25. Energies are from ωB97M-V/def2-TZVPD.

Structure (XYZ):
```
14
Properties=species:S:1:pos:R:3:forces:R:3
C 2.7369 0.3453 -0.1432 0.0 0.0 0.0
C 1.3487 -0.0975 -0.3049 -0.5 -0.1 -0.1
C 0.2040 -0.4483 -0.4603 0.5 0.2 0.1
C -1.2306 -0.7335 -0.5947 0.0 0.0 -0.1
C -2.0128 -0.0945 0.5645 -0.2 -0.4 0.0
O -1.7033 1.2676 0.7353 0.2 0.0 0.1
H 2.8752 0.8252 0.8315 0.0 -0.1 -0.2
H 3.4344 -0.4960 -0.2098 -0.1 0.1 0.0
H 3.0001 1.0728 -0.9186 0.0 -0.1 0.1
H -1.5865 -0.3248 -1.5477 0.1 0.0 0.1
H -1.4146 -1.8153 -0.6151 0.0 0.2 0.0
H -3.0830 -0.1452 0.3488 0.1 0.0 0.0
H -1.8275 -0.6719 1.4838 0.0 0.1 -0.1
H -0.7410 1.3163 0.8303 -0.1 0.1 0.0
```
Forces are in eV/Å.

LUMO: 0.898 eV
Charge: 0
Structure (SMILES): CC#CCCO
E_tot: -270.48912 Eh
HOMO-LUMO gap: 10.55 eV

Here is a 2-piece molecular cluster, CH5BN5O6PS overall in a non-equilibrium geometry from OMol25. Energies are from ωB97M-V/def2-TZVPD.

Structure (XYZ):
```
20
Properties=species:S:1:pos:R:3:forces:R:3
O 0.5409 -0.3157 1.4849 -0.7 0.2 -0.6
B 0.8512 0.2798 0.2737 1.0 -0.5 0.7
O 1.7973 1.1596 0.0714 -1.6 1.2 -0.2
O 0.0548 -0.0778 -0.9131 -0.1 0.4 0.0
N -1.0386 -0.7452 -0.6003 0.6 0.0 -0.4
N -1.1461 -2.0081 -0.5978 -0.3 -0.2 0.3
N -2.3963 -2.2860 -0.2122 0.1 -0.2 -0.1
C -3.0080 -1.1434 -0.0039 -0.2 0.1 0.0
N -2.1698 -0.1218 -0.2546 0.2 -0.1 -0.1
P -2.4835 1.6342 -0.1624 -0.8 0.7 0.8
S -3.9985 1.9469 0.9411 0.0 -0.1 -0.1
H -0.2090 0.1033 1.9188 0.1 -0.2 0.4
H 2.2323 1.3646 0.9085 0.7 -0.2 -0.3
H -4.0219 -0.9925 0.3243 0.0 -0.1 0.0
H -2.5793 2.0382 -1.4957 0.3 -0.3 -0.2
H -1.2610 2.1028 0.3271 0.3 -0.2 -0.3
N 4.7223 -0.7417 -0.5062 0.0 -0.1 0.1
O 4.7744 -1.9515 -0.2398 0.0 0.0 0.0
O 5.6201 -0.1815 -1.1449 0.0 0.0 0.0
O 3.7187 -0.0641 -0.1189 0.5 -0.5 0.0
```
Forces are in eV/Å.

LUMO: -2.638 eV
Charge: 0
E_tot: -1530.50659 Eh
HOMO-LUMO gap: 4.05 eV

Here is one molecule with the formula C5H9NO in a non-equilibrium geometry from OMol25. Energies are from ωB97M-V/def2-TZVPD.

Structure (XYZ):
```
16
Properties=species:S:1:pos:R:3:forces:R:3
O -2.1283 -0.8451 1.2026 -0.1 0.0 0.3
C -1.3322 -0.7287 0.0584 -0.4 -0.3 -0.4
C -0.9890 0.6727 -0.4505 -0.6 -0.4 -0.7
C 0.4806 0.1378 -0.6085 -0.6 1.3 1.3
C 1.8650 0.6619 -0.8065 0.4 0.2 -0.3
N 1.0226 1.3676 0.0843 1.2 0.2 0.9
C 0.1533 -1.1408 0.1681 -0.1 0.2 0.2
H -1.5952 -0.5641 1.9589 -0.2 0.0 -0.1
H -1.8195 -1.2525 -0.7583 -0.2 -0.5 0.1
H -1.1090 1.3758 0.4068 0.4 -0.4 -0.7
H -1.4615 1.1430 -1.3022 -0.6 -0.4 -0.3
H 2.2113 1.1699 -1.6976 -0.1 0.1 0.0
H 2.6263 0.1083 -0.2570 0.0 -0.6 -0.7
H 1.1214 1.1426 1.0621 0.8 0.0 0.4
H 0.3652 -2.1425 -0.2396 0.2 0.6 -0.2
H 0.5890 -1.1058 1.1791 -0.3 -0.1 0.1
```
Forces are in eV/Å.

LUMO: 0.887 eV
Charge: 0
Structure (SMILES): O[C@H]1C[C@]2(CN2)C1
E_tot: -325.76467 Eh
HOMO-LUMO gap: 9.77 eV

Here is C55H42N5O5OsS5 as an isolated structure from OMol25. Energies are from ωB97M-V/def2-TZVPD.

Structure (XYZ):
```
113
Properties=species:S:1:pos:R:3:forces:R:3
Os 1.0303 0.8602 1.4593 0.7 -0.4 0.3
C -4.5285 -3.6425 2.3067 0.0 0.0 0.0
C -3.3261 -3.0678 1.6137 0.0 0.0 0.0
C -2.1218 -2.8981 2.2882 0.0 0.0 0.0
C -1.0067 -2.3809 1.6444 0.0 0.1 0.0
C -1.1083 -2.0391 0.3089 0.0 0.0 0.0
C -2.3022 -2.1744 -0.3900 0.0 0.0 0.0
C -3.4001 -2.6949 0.2692 0.0 0.0 0.0
S 0.2644 -1.3262 -0.5510 0.1 0.3 -0.6
O 1.3300 -1.0588 0.5577 -0.4 0.3 0.0
C 0.7665 -2.6988 -1.5554 -0.1 -0.3 0.4
C 0.7117 -3.9812 -0.9457 0.0 0.0 0.0
C 0.8282 -5.1077 -1.6901 0.0 0.0 -0.1
C 0.9116 -5.0137 -3.1040 0.0 0.0 0.1
C 0.9102 -6.1734 -3.9124 0.0 0.0 0.0
C 0.9598 -6.0721 -5.2723 0.0 0.0 0.0
C 1.0111 -4.8026 -5.8838 0.0 0.0 0.0
C 1.0399 -3.6678 -5.1260 0.0 0.0 0.0
C 0.9953 -3.7386 -3.7093 0.0 0.0 -0.1
C 1.0117 -2.5463 -2.9027 0.0 0.0 0.0
C 1.5145 -1.3291 -3.6211 0.0 0.2 0.1
C 2.8917 -1.4087 -4.0448 0.0 0.0 0.0
C 3.7819 -2.3868 -3.5362 0.0 0.0 0.0
C 5.0804 -2.4404 -3.9587 0.0 0.0 0.0
C 5.5582 -1.5325 -4.9242 0.0 0.0 0.0
C 4.7282 -0.5682 -5.4187 0.0 0.0 0.0
C 3.3875 -0.4717 -4.9795 0.0 0.1 0.0
C 2.5362 0.5613 -5.4592 0.0 0.0 0.0
C 1.2823 0.6974 -4.9626 0.0 0.0 0.0
C 0.7895 -0.2409 -4.0239 -0.1 -0.1 -0.1
S -0.7816 0.1733 -3.2642 0.0 0.0 -0.1
O -1.7254 0.6942 -4.2854 0.0 -0.1 0.0
C -0.0732 1.6490 -2.4855 0.0 0.0 0.0
C 1.1409 1.6556 -1.8020 0.0 0.1 -0.1
C 1.6242 2.8457 -1.2855 0.0 0.0 0.0
C 0.9151 4.0396 -1.4271 0.0 0.0 0.0
C 1.4467 5.3229 -0.8555 0.0 0.0 0.0
C -0.2852 4.0093 -2.1250 0.0 0.0 0.0
C -0.7781 2.8239 -2.6606 0.0 0.0 0.1
H -4.3415 -3.7900 3.3684 0.0 0.0 0.0
H -4.7959 -4.6072 1.8726 0.0 0.0 0.0
H -5.3919 -2.9852 2.1987 0.0 0.0 0.0
H -2.0509 -3.1690 3.3341 0.0 0.0 0.0
H -0.0800 -2.2213 2.1810 0.0 0.0 0.0
H -2.3671 -1.8858 -1.4329 0.0 0.0 0.0
H -4.3350 -2.8127 -0.2655 0.0 0.0 0.0
H 0.5670 -4.0470 0.1248 0.0 0.0 0.0
H 0.8169 -6.0827 -1.2202 0.0 0.0 0.0
H 0.8592 -7.1415 -3.4304 0.0 0.0 0.0
H 0.9529 -6.9634 -5.8852 0.0 0.0 0.0
H 1.0256 -4.7279 -6.9628 0.0 0.0 0.0
H 1.0753 -2.7024 -5.6120 0.0 0.0 0.0
H 3.4402 -3.0921 -2.7898 0.0 0.0 0.0
H 5.7475 -3.1858 -3.5466 0.0 0.0 0.0
H 6.5829 -1.5981 -5.2645 0.0 0.0 0.0
H 5.0845 0.1458 -6.1508 0.0 0.0 0.0
H 2.9167 1.2548 -6.1987 0.0 0.0 0.0
H 0.6300 1.5052 -5.2712 0.0 0.0 0.0
H 1.7629 0.7679 -1.7544 0.0 0.0 0.0
H 2.5862 2.8548 -0.7861 0.0 0.0 0.0
H 2.5359 5.3418 -0.8740 0.0 0.0 0.0
H 1.1335 5.4336 0.1849 0.0 0.0 0.0
H 1.0787 6.1843 -1.4117 0.0 0.0 0.0
H -0.8330 4.9311 -2.2843 0.0 0.0 0.0
H -1.6843 2.8102 -3.2529 0.0 0.0 0.0
S 3.0597 0.3887 2.4213 -0.1 0.0 -0.1
C 2.7032 -0.9865 3.4856 0.1 0.0 0.0
C 2.3916 -2.3080 3.2838 0.0 0.0 0.0
C 2.1307 -3.0619 4.4276 0.0 0.0 0.0
C 1.7235 -4.4288 4.2553 0.0 0.0 0.0
N 1.3755 -5.5043 4.0523 0.0 0.0 0.0
C 2.2260 -2.4901 5.7091 0.0 0.0 0.0
C 2.5863 -1.1547 5.8873 0.0 0.0 0.0
C 2.8123 -0.4177 4.7440 0.0 0.0 0.0
S 3.2575 1.2482 4.3851 0.0 0.0 0.0
C 1.9342 -3.2901 6.8668 0.0 0.0 0.0
N 1.6938 -3.9197 7.7961 0.0 0.0 0.0
H 2.3293 -2.7451 2.2972 0.0 0.0 0.0
H 2.6485 -0.7340 6.8805 0.0 0.0 0.0
N -0.8827 1.1554 0.7109 0.3 0.4 -0.2
C -1.9167 1.5865 0.4223 -0.2 -0.4 0.0
N -3.1241 1.9786 0.1525 0.0 0.2 0.0
C -3.9744 2.5503 1.2111 0.0 -0.1 0.0
C -4.4443 3.9319 0.7903 0.0 0.0 0.0
C -5.1511 3.8626 -0.5622 0.0 0.0 0.0
C -4.2490 3.2419 -1.6283 0.0 0.0 0.0
C -3.7084 1.8873 -1.1945 0.0 0.0 0.0
H -3.4133 2.5479 2.1442 0.0 0.0 0.0
H -4.8312 1.8809 1.3406 0.0 0.0 0.0
H -3.5812 4.6016 0.7281 0.0 0.0 0.0
H -5.1121 4.3288 1.5562 0.0 0.0 0.0
H -5.4602 4.8597 -0.8765 0.0 0.0 0.0
H -6.0646 3.2671 -0.4624 0.0 0.0 0.0
H -3.4112 3.9132 -1.8387 0.0 0.0 0.1
H -4.7945 3.1089 -2.5638 0.0 0.0 0.0
H -2.9500 1.5240 -1.8857 -0.1 0.0 0.0
H -4.5163 1.1497 -1.1522 0.0 0.0 0.0
O 1.4033 2.9171 2.0051 -0.3 0.2 -0.1
C 0.7259 2.7990 3.0606 -0.1 -0.1 0.1
N 0.2140 1.5867 3.2054 0.0 0.0 -0.1
S -0.7884 1.4453 4.5098 0.1 0.0 0.0
O -2.1503 1.3655 4.0720 0.0 0.0 0.0
O -0.2849 0.4605 5.4160 0.0 0.0 0.0
C -0.4173 3.0982 5.0613 0.0 0.0 0.0
C -0.8710 3.7245 6.1999 0.0 0.0 0.0
C -0.4615 5.0398 6.4067 0.0 0.0 0.0
C 0.3659 5.6892 5.4971 0.0 0.0 0.0
C 0.8157 5.0436 4.3504 0.0 0.0 0.0
C 0.4134 3.7376 4.1483 0.0 0.0 0.0
H -1.5144 3.2179 6.9064 0.0 0.0 0.0
H -0.7928 5.5647 7.2925 0.0 0.0 0.0
H 0.6650 6.7109 5.6875 0.0 0.0 0.0
H 1.4636 5.5400 3.6405 0.0 0.0 0.0
```
Forces are in eV/Å.

LUMO: -3.074 eV
Charge: +1
E_tot: -4852.41272 Eh
HOMO-LUMO gap: 7.32 eV

Here is C21H16BClF2N5O2S2Sc as an isolated structure in a non-equilibrium geometry from OMol25. Energies are from ωB97M-V/def2-TZVPD.

Structure (XYZ):
```
51
Properties=species:S:1:pos:R:3:forces:R:3
Sc -0.5569 -0.0114 0.0755 -1.6 -0.6 3.2
C 0.1655 -2.1337 -3.1788 0.0 0.1 0.2
C 0.8172 -1.4848 -1.9777 0.4 -0.4 -0.5
O 0.1103 -1.5554 -0.8642 0.5 -0.7 -0.7
C 2.0377 -0.9257 -2.1016 -0.2 0.2 0.1
C 2.8799 -0.4331 -0.9838 0.0 -0.1 0.2
C 3.8913 -1.4518 -0.4978 0.0 0.1 0.0
N 2.9540 0.6768 -0.3657 0.3 0.1 0.1
N 2.1970 1.8113 -0.6154 -0.5 -0.2 -0.6
C 1.0937 1.8755 -1.5393 0.5 0.0 0.3
O 0.0322 1.1968 -1.2253 0.9 1.6 -1.7
C 1.1526 2.7519 -2.6402 -0.2 0.0 -0.4
C 0.0148 2.8716 -3.4860 0.0 -0.1 0.2
C 0.0207 3.7164 -4.5699 0.1 0.1 -0.1
C 1.1464 4.4855 -4.8765 -0.1 0.0 0.0
C 2.2727 4.3800 -4.0609 0.0 0.1 -0.1
C 2.2882 3.5364 -2.9725 0.0 -0.2 0.1
H -0.1807 -3.1294 -2.8971 0.0 0.0 0.0
H 0.8564 -2.2076 -4.0176 0.0 0.0 0.0
H -0.7041 -1.5461 -3.4832 0.0 0.0 0.0
H 2.5449 -1.0117 -3.0563 -0.1 0.0 0.0
H 4.5631 -1.7172 -1.3208 0.0 -0.1 0.0
H 3.3778 -2.3596 -0.1757 0.0 0.0 0.0
H 4.4676 -1.0422 0.3295 0.0 0.0 0.0
H -0.8610 2.2865 -3.2380 0.0 0.0 0.0
H -0.8615 3.7970 -5.1951 0.0 0.0 0.0
H 1.1393 5.1532 -5.7289 0.0 0.0 0.0
H 3.1502 4.9766 -4.2846 0.0 0.0 0.0
H 3.1781 3.4645 -2.3612 0.0 0.0 0.0
S -2.6767 1.4899 0.3695 0.1 0.1 0.0
C -3.2957 0.2670 1.4250 -0.2 -0.1 0.0
S -2.4646 -1.2416 1.4650 -0.1 -0.1 0.0
C -4.4443 0.4964 2.1851 0.3 0.1 -0.2
C -5.1420 1.7302 2.1332 -0.2 0.2 0.0
N -5.7565 2.7088 2.1307 0.0 0.0 0.0
C -4.9965 -0.4757 3.0533 -0.1 -0.3 0.2
N -5.4869 -1.2342 3.7742 0.0 0.0 -0.1
F 3.6217 2.9620 0.9535 -0.1 -0.1 -0.1
B 2.5297 2.9183 0.1841 0.4 0.4 0.5
F 1.8067 4.0444 0.1670 -0.1 -0.1 -0.1
Cl 2.2825 2.2876 4.7651 0.1 0.2 0.2
C 1.9133 0.9238 3.7497 -0.2 -0.3 -0.4
C 2.4790 -0.3292 4.0497 0.1 0.1 0.2
C 2.1023 -1.3888 3.1854 -0.1 0.0 -0.2
C 1.2655 -1.1606 2.1354 0.2 -0.1 0.2
N 0.7344 0.0781 1.8339 -0.2 -0.1 -0.6
C 1.0765 1.1048 2.6877 0.1 0.3 0.1
H 3.1478 -0.4669 4.8858 0.0 0.0 0.0
H 2.4753 -2.3912 3.3579 0.0 0.0 0.0
H 0.9807 -1.9627 1.4642 0.0 0.0 0.1
H 0.6458 2.0777 2.4791 0.0 0.0 0.0
```
Forces are in eV/Å.

LUMO (alpha / beta): 4.359 / 4.346 eV
Charge: -2
E_tot: -3476.29967 Eh
HOMO-LUMO gap (alpha / beta): 6.00 / 4.29 eV

Here is an isolated ion of composition C5H12NOS and charge -1 in a non-equilibrium geometry from OMol25. Energies are from ωB97M-V/def2-TZVPD.

Structure (XYZ):
```
20
Properties=species:S:1:pos:R:3:forces:R:3
C 0.4607 0.8879 -0.4476 -0.6 0.4 -0.3
N -0.1032 0.4511 -1.7143 -0.1 -0.7 0.1
C 0.9526 0.4069 -2.7911 -0.4 0.5 -0.6
O 1.4865 1.5810 -3.0949 0.2 -0.1 0.1
C 0.6433 -0.2946 0.4872 1.4 -0.7 0.1
C -0.6443 -0.9840 0.8764 -0.9 0.9 1.1
C -1.3775 -0.1843 1.9976 -0.2 0.5 -0.9
S -0.9585 -0.6972 3.6809 0.0 0.1 0.2
H -0.2209 1.6300 -0.0237 0.0 0.0 0.4
H 1.3879 1.4272 -0.6446 0.3 0.0 0.1
H -0.8329 1.0802 -2.0207 0.2 0.2 -0.1
H 1.6696 -0.3649 -2.4210 0.1 -0.1 0.1
H 0.4068 -0.0694 -3.6514 0.1 -0.1 0.1
H 1.2444 -0.0615 1.3830 -0.4 0.4 0.1
H 1.3329 -0.9983 -0.0047 -0.4 0.0 -0.3
H -0.5266 -1.9898 1.2697 0.2 -0.3 -0.3
H -1.3324 -0.9831 0.0373 0.2 -0.3 -0.4
H -2.4663 -0.1988 1.8783 0.1 -0.6 0.2
H -1.1693 0.8783 1.8478 0.4 0.0 0.3
H 0.0472 -1.5168 3.3560 0.0 0.0 0.0
```
Forces are in eV/Å.

LUMO: 2.841 eV
Charge: -1
Structure (SMILES): [O-]CNCCCCS
E_tot: -725.87111 Eh
HOMO-LUMO gap: 5.34 eV